*1*
Formula: C5H14
Source: the Open Molecules 2025 dataset
Level of theory: wB97M-V/def2-TZVPD

Bonds (Å) are listed after each position.
Cartesian coordinates (Å):
1 C 1.58 0.26 -1.76  C3 1.499, H6 1.139, H8 1.182, H10 1.065
2 C 0.17 -1.32 1.83  C5 1.551, H11 1.149, H12 1.090, H17 1.157
3 C 0.45 1.14 -2.20  C1 1.499, H14 0.990, H15 1.231, H19 1.087
4 C -1.97 -0.10 1.19  C5 1.528, H7 1.129, H13 1.115, H16 1.007
5 C -0.45 -0.01 1.28  C2 1.551, C4 1.528, H9 1.082, H18 1.122
6 H 1.67 0.16 -0.63  C1 1.139
7 H -2.34 -1.12 0.88  C4 1.129
8 H 2.56 0.80 -2.13  C1 1.182
9 H 0.04 0.36 0.39  C5 1.082
10 H 1.48 -0.68 -2.25  C1 1.065
11 H -0.03 -1.32 2.96  C2 1.149
12 H -0.17 -2.27 1.43  C2 1.090
13 H -2.23 0.66 0.42  C4 1.115
14 H -0.45 0.96 -1.83  C3 0.990
15 H 0.36 0.95 -3.42  C3 1.231
16 H -2.42 0.15 2.05  C4 1.007
17 H 1.30 -1.46 1.63  C2 1.157
18 H -0.20 0.69 2.12  C5 1.122
19 H 0.66 2.18 -1.96  C3 1.087

SMILES string	CCC.CC
molar mass	74.17	g/mol
HOMO energy	-0.411	Eh
frontier orbital gap	12.3	eV

***

*2*
Formula: C5H14
Source: the Open Molecules 2025 dataset
Level of theory: wB97M-V/def2-TZVPD

Bonds (Å) are listed after each position.
Cartesian coordinates (Å):
1 C -0.59 -0.87 1.28  C2 1.552, C4 1.464, H9 1.142, H18 1.163
2 C 0.75 -0.21 0.85  C1 1.552, H6 1.075, H12 1.144, H16 1.132
3 C -0.15 0.42 -2.02  C5 1.575, H8 1.114, H10 1.151, H11 1.097
4 C -0.59 -1.11 2.73  C1 1.464, H13 1.129, H14 1.115, H19 1.074
5 C 0.41 1.72 -2.71  C3 1.575, H7 1.171, H15 1.180, H17 1.043
6 H 0.84 0.73 0.33  C2 1.075
7 H 0.90 2.40 -1.89  C5 1.171
8 H -0.57 0.77 -1.05  C3 1.114
9 H -0.43 -1.81 0.66  C1 1.142
10 H 0.60 -0.46 -2.01  C3 1.151
11 H -1.08 -0.07 -2.33  C3 1.097
12 H 1.47 0.08 1.69  C2 1.144
13 H 0.24 -1.84 2.96  C4 1.129
14 H -1.65 -1.33 3.00  C4 1.115
15 H 1.36 1.48 -3.39  C5 1.180
16 H 1.43 -0.96 0.35  C2 1.132
17 H -0.29 2.08 -3.39  C5 1.043
18 H -1.57 -0.40 0.88  C1 1.163
19 H -0.30 -0.34 3.42  C4 1.074

SMILES string	CCC.CC
molar mass	74.17	g/mol
HOMO energy	-0.394	Eh
frontier orbital gap	11.8	eV

***

*3*
Formula: C5H14
Source: the Open Molecules 2025 dataset
Level of theory: wB97M-V/def2-TZVPD

Bonds (Å) are listed after each position.
Cartesian coordinates (Å):
1 C 0.52 -0.94 1.33  C2 1.554, H8 1.093, H12 1.083, H18 1.094
2 C 0.21 -0.38 2.74  C1 1.554, C3 1.563, H9 1.083, H15 1.085
3 C -0.51 1.01 2.64  C2 1.563, H11 1.084, H13 1.090, H16 1.090
4 C 0.65 0.16 -3.17  C5 1.499, H7 1.099, H14 1.085, H19 1.108
5 C -0.84 0.12 -3.24  C4 1.499, H6 1.096, H10 1.089, H17 1.091
6 H -1.23 0.73 -4.06  C5 1.096
7 H 1.09 1.08 -3.57  C4 1.099
8 H 0.77 -2.00 1.39  C1 1.093
9 H -0.43 -1.09 3.26  C2 1.083
10 H -1.32 0.50 -2.34  C5 1.089
11 H -1.40 0.96 3.25  C3 1.084
12 H 1.27 -0.38 0.79  C1 1.083
13 H -0.68 1.29 1.60  C3 1.090
14 H 1.24 -0.65 -3.59  C4 1.085
15 H 1.17 -0.15 3.19  C2 1.085
16 H 0.19 1.78 2.93  C3 1.090
17 H -1.30 -0.85 -3.47  C5 1.091
18 H -0.45 -0.96 0.82  C1 1.094
19 H 1.20 0.25 -2.21  C4 1.108

SMILES string	CCC.CC
molar mass	74.17	g/mol
HOMO energy	-0.415	Eh
frontier orbital gap	12.4	eV

***

Energetically preferred structure: *3* | next structure: +14.6 kcal/mol

***

*1*
Formula: C5H14
Source: the Open Molecules 2025 dataset
Level of theory: wB97M-V/def2-TZVPD

Bonds (Å) are listed after each position.
Cartesian coordinates (Å):
1 C -1.86 -0.80 -1.05  C2 1.551, H8 1.093, H13 1.086, H14 1.090
2 C -1.58 -0.07 0.29  C1 1.551, C4 1.516, H6 1.091, H9 1.087
3 C 2.74 0.21 -0.16  C5 1.511, H10 1.081, H16 1.094, H19 1.093
4 C -1.81 -0.96 1.49  C2 1.516, H7 1.093, H11 1.095, H15 1.058
5 C 2.33 1.62 -0.53  C3 1.511, H12 1.087, H17 1.095, H18 1.079
6 H -0.51 0.12 0.33  C2 1.091
7 H -1.83 -0.39 2.43  C4 1.093
8 H -2.19 -1.82 -0.83  C1 1.093
9 H -2.18 0.84 0.32  C2 1.087
10 H 3.69 -0.23 -0.42  C3 1.081
11 H -0.98 -1.65 1.65  C4 1.095
12 H 2.54 1.99 -1.53  C5 1.087
13 H -2.60 -0.29 -1.66  C1 1.086
14 H -0.94 -0.93 -1.62  C1 1.090
15 H -2.68 -1.55 1.45  C4 1.058
16 H 2.06 -0.49 -0.67  C3 1.094
17 H 1.25 1.77 -0.57  C5 1.095
18 H 2.76 2.23 0.24  C5 1.079
19 H 2.55 -0.07 0.88  C3 1.093

SMILES string	CCC.CC
molar mass	74.17	g/mol
HOMO energy	-0.418	Eh
frontier orbital gap	12.5	eV

***

*2*
Formula: C5H14
Source: the Open Molecules 2025 dataset
Level of theory: wB97M-V/def2-TZVPD

Bonds (Å) are listed after each position.
Cartesian coordinates (Å):
1 C -2.59 -0.90 0.75  C3 1.533, H6 1.089, H14 1.094, H15 1.089
2 C -0.74 -1.53 2.29  C3 1.514, H11 1.094, H12 1.114, H18 1.094
3 C -1.07 -0.88 0.96  C1 1.533, C2 1.514, H7 1.093, H17 1.102
4 C 1.70 2.08 -1.48  C5 1.538, H10 1.084, H13 1.101, H16 1.097
5 C 2.47 1.01 -2.26  C4 1.538, H8 1.103, H9 1.086, H19 1.096
6 H -2.83 -0.62 -0.27  C1 1.089
7 H -0.62 0.08 0.69  C3 1.093
8 H 3.55 1.06 -2.03  C5 1.103
9 H 2.45 1.32 -3.31  C5 1.086
10 H 1.48 1.65 -0.51  C4 1.084
11 H 0.33 -1.73 2.45  C2 1.094
12 H -0.90 -0.88 3.17  C2 1.114
13 H 0.78 2.29 -2.05  C4 1.101
14 H -3.16 -0.19 1.36  C1 1.094
15 H -2.97 -1.90 0.95  C1 1.089
16 H 2.06 3.09 -1.23  C4 1.097
17 H -0.63 -1.53 0.18  C3 1.102
18 H -1.28 -2.47 2.46  C2 1.094
19 H 1.97 0.05 -2.11  C5 1.096

SMILES string	CCC.CC
molar mass	74.17	g/mol
HOMO energy	-0.411	Eh
frontier orbital gap	12.2	eV

***

Energetically preferred structure: *2* | next structure: +2.3 kcal/mol

***

*1*
Formula: C5H14
Source: the Open Molecules 2025 dataset
Level of theory: wB97M-V/def2-TZVPD

Bonds (Å) are listed after each position.
Cartesian coordinates (Å):
1 C 0.67 -2.52 -0.13  C2 1.519, H14 1.102, H15 1.101, H17 1.086
2 C 0.42 -1.80 -1.44  C1 1.519, C3 1.535, H11 1.094, H13 1.086
3 C -0.06 -0.35 -1.31  C2 1.535, H7 1.093, H8 1.087, H12 1.086
4 C -1.18 2.19 1.18  C5 1.536, H6 1.096, H9 1.089, H18 1.090
5 C 0.34 2.06 1.35  C4 1.536, H10 1.087, H16 1.093, H19 1.080
6 H -1.63 1.22 0.97  C4 1.096
7 H -0.13 0.00 -2.35  C3 1.093
8 H -1.05 -0.22 -0.87  C3 1.087
9 H -1.62 2.52 2.13  C4 1.089
10 H 0.66 1.03 1.45  C5 1.087
11 H -0.29 -2.36 -2.05  C2 1.094
12 H 0.64 0.28 -0.77  C3 1.086
13 H 1.32 -1.79 -2.06  C2 1.086
14 H 0.57 -1.91 0.78  C1 1.102
15 H -0.20 -3.16 0.10  C1 1.101
16 H 0.93 2.40 0.50  C5 1.093
17 H 1.56 -3.11 0.01  C1 1.086
18 H -1.58 2.79 0.36  C4 1.090
19 H 0.64 2.72 2.15  C5 1.080

SMILES string	CCC.CC
molar mass	74.17	g/mol
HOMO energy	-0.409	Eh
frontier orbital gap	12.3	eV

***

*2*
Formula: C5H14
Source: the Open Molecules 2025 dataset
Level of theory: wB97M-V/def2-TZVPD

Bonds (Å) are listed after each position.
Cartesian coordinates (Å):
1 C 0.33 1.60 -0.91  C2 1.513, C5 1.532, H12 1.091, H14 1.116
2 C -0.46 0.49 -1.55  C1 1.513, H8 1.103, H13 1.095, H16 1.108
3 C -1.32 -1.00 1.59  C4 1.551, H9 1.098, H18 1.094, H19 1.100
4 C -0.33 -2.17 1.36  C3 1.551, H6 1.090, H7 1.089, H11 1.079
5 C 1.79 1.27 -0.60  C1 1.532, H10 1.099, H15 1.093, H17 1.091
6 H -0.86 -3.13 1.38  C4 1.090
7 H 0.28 -2.18 2.26  C4 1.089
8 H -1.51 0.69 -1.83  C2 1.103
9 H -0.77 -0.08 1.83  C3 1.098
10 H 1.97 1.51 0.46  C5 1.099
11 H 0.26 -1.95 0.49  C4 1.079
12 H -0.21 2.13 -0.12  C1 1.091
13 H -0.35 -0.47 -1.05  C2 1.095
14 H 0.25 2.33 -1.75  C1 1.116
15 H 1.98 0.19 -0.66  C5 1.093
16 H -0.02 0.17 -2.52  C2 1.108
17 H 2.43 1.85 -1.26  C5 1.091
18 H -2.00 -0.77 0.77  C3 1.094
19 H -1.78 -1.28 2.55  C3 1.100

SMILES string	CCC.CC
molar mass	74.17	g/mol
HOMO energy	-0.398	Eh
frontier orbital gap	12.0	eV

***

*3*
Formula: C5H14
Source: the Open Molecules 2025 dataset
Level of theory: wB97M-V/def2-TZVPD

Bonds (Å) are listed after each position.
Cartesian coordinates (Å):
1 C -0.32 0.22 1.46  C4 1.574, H6 1.145, H7 1.155, H11 1.146
2 C -1.00 -1.22 -1.96  C5 1.620, H12 1.068, H14 1.136, H16 1.096
3 C 1.99 0.78 0.80  C4 1.521, H8 0.987, H10 1.056, H19 1.097
4 C 1.19 0.04 1.86  C1 1.574, C3 1.521, H9 1.113, H13 1.080
5 C -1.67 0.26 -1.99  C2 1.620, H15 0.998, H17 1.042, H18 1.170
6 H -1.12 -0.21 2.15  C1 1.145
7 H -0.54 -0.58 0.65  C1 1.155
8 H 2.89 0.37 0.80  C3 0.987
9 H 1.19 0.41 2.91  C4 1.113
10 H 1.57 0.56 -0.15  C3 1.056
11 H -0.41 1.28 1.02  C1 1.146
12 H -1.01 -1.80 -2.85  C2 1.068
13 H 1.46 -1.01 1.89  C4 1.080
14 H 0.01 -1.09 -1.46  C2 1.136
15 H -2.00 0.65 -2.85  C5 0.998
16 H -1.47 -1.85 -1.19  C2 1.096
17 H -0.95 0.83 -1.50  C5 1.042
18 H -2.53 0.17 -1.20  C5 1.170
19 H 1.82 1.86 0.81  C3 1.097

SMILES string	CCC.CC
molar mass	74.17	g/mol
HOMO energy	-0.403	Eh
frontier orbital gap	12.1	eV

***

Energetically preferred structure: *1* | next structure: +3.2 kcal/mol

***

*1*
Formula: C5H14
Source: the Open Molecules 2025 dataset
Level of theory: wB97M-V/def2-TZVPD

Bonds (Å) are listed after each position.
Cartesian coordinates (Å):
1 C 0.21 1.93 -1.68  C3 1.476, H7 1.074, H8 1.030, H10 1.070
2 C -0.58 -2.68 1.39  C5 1.464, H12 1.057, H13 1.115, H18 0.993
3 C 0.65 2.39 -0.35  C1 1.476, C4 1.460, H11 1.205, H17 1.085
4 C 1.28 1.25 0.31  C3 1.460, H9 1.046, H15 1.230, H19 1.049
5 C -1.39 -2.31 0.23  C2 1.464, H6 1.174, H14 1.077, H16 1.162
6 H -0.78 -2.30 -0.78  C5 1.174
7 H 0.95 1.35 -2.20  C1 1.074
8 H -0.07 2.71 -2.30  C1 1.030
9 H 1.99 1.50 1.04  C4 1.046
10 H -0.71 1.39 -1.58  C1 1.070
11 H -0.22 2.86 0.33  C3 1.205
12 H -0.10 -3.62 1.34  C2 1.057
13 H 0.26 -1.98 1.60  C2 1.115
14 H -1.66 -1.28 0.33  C5 1.077
15 H 0.61 0.49 1.00  C4 1.230
16 H -2.35 -2.95 0.04  C5 1.162
17 H 1.31 3.23 -0.53  C3 1.085
18 H -1.09 -2.58 2.23  C2 0.993
19 H 1.69 0.60 -0.41  C4 1.049

SMILES string	CCC.CC
molar mass	74.17	g/mol
HOMO energy	-0.398	Eh
frontier orbital gap	12.0	eV

***

*2*
Formula: C5H14
Source: the Open Molecules 2025 dataset
Level of theory: wB97M-V/def2-TZVPD

Bonds (Å) are listed after each position.
Cartesian coordinates (Å):
1 C -2.59 -0.98 0.70  C3 1.516, H12 1.125, H13 1.090, H16 1.136
2 C 1.52 1.80 -0.79  C5 1.508, H10 1.113, H18 1.122, H19 1.086
3 C -1.56 -1.15 -0.40  C1 1.516, C4 1.597, H7 1.134, H14 1.071
4 C -0.11 -1.53 0.13  C3 1.597, H6 1.038, H9 1.125, H11 1.194
5 C 2.46 1.43 0.33  C2 1.508, H8 1.084, H15 1.122, H17 1.092
6 H 0.37 -2.03 -0.64  C4 1.038
7 H -1.59 -0.23 -1.07  C3 1.134
8 H 2.27 0.38 0.50  C5 1.084
9 H -0.26 -2.02 1.14  C4 1.125
10 H 0.45 1.51 -0.92  C2 1.113
11 H 0.54 -0.62 0.55  C4 1.194
12 H -2.66 -1.82 1.45  C1 1.125
13 H -2.51 0.01 1.15  C1 1.090
14 H -1.87 -1.80 -1.19  C3 1.071
15 H 2.19 2.08 1.20  C5 1.122
16 H -3.66 -1.11 0.34  C1 1.136
17 H 3.51 1.62 0.09  C5 1.092
18 H 2.02 1.59 -1.78  C2 1.122
19 H 1.50 2.89 -0.82  C2 1.086

SMILES string	CCC.CC
molar mass	74.17	g/mol
HOMO energy	-0.401	Eh
frontier orbital gap	12.1	eV

***

*3*
Formula: C5H14
Source: the Open Molecules 2025 dataset
Level of theory: wB97M-V/def2-TZVPD

Bonds (Å) are listed after each position.
Cartesian coordinates (Å):
1 C 1.83 0.05 -1.76  C2 1.550, H7 1.102, H11 1.100, H19 1.077
2 C 0.41 -0.56 -1.65  C1 1.550, C4 1.553, H10 1.093, H15 1.085
3 C -1.11 0.55 2.43  C5 1.545, H9 1.097, H12 1.095, H14 1.075
4 C -0.64 0.58 -1.63  C2 1.553, H8 1.088, H13 1.087, H18 1.100
5 C -0.47 -0.82 2.12  C3 1.545, H6 1.089, H16 1.088, H17 1.103
6 H -0.29 -1.55 2.91  C5 1.089
7 H 2.43 -0.10 -0.84  C1 1.102
8 H -1.42 0.46 -0.88  C4 1.088
9 H -0.91 0.88 3.46  C3 1.097
10 H 0.48 -1.04 -0.67  C2 1.093
11 H 1.92 1.14 -1.63  C1 1.100
12 H -2.17 0.28 2.54  C3 1.095
13 H -0.20 1.58 -1.55  C4 1.087
14 H -0.87 1.33 1.74  C3 1.075
15 H 0.16 -1.30 -2.40  C2 1.085
16 H -1.00 -1.36 1.34  C5 1.088
17 H 0.57 -0.56 1.84  C5 1.103
18 H -0.99 0.70 -2.66  C4 1.100
19 H 2.27 -0.25 -2.70  C1 1.077

SMILES string	CCC.CC
molar mass	74.17	g/mol
HOMO energy	-0.398	Eh
frontier orbital gap	12.0	eV

***

*4*
Formula: C5H14
Source: the Open Molecules 2025 dataset
Level of theory: wB97M-V/def2-TZVPD

Bonds (Å) are listed after each position.
Cartesian coordinates (Å):
1 C 2.81 -0.93 0.79  C4 1.526, H6 1.089, H10 1.090, H16 1.088
2 C -3.09 -0.48 -0.58  C5 1.529, H7 1.089, H17 1.088, H19 1.092
3 C -0.96 0.91 -0.75  C5 1.548, H8 1.100, H11 1.084, H14 1.090
4 C 2.79 0.55 0.41  C1 1.526, H13 1.088, H15 1.098, H18 1.089
5 C -1.79 -0.06 0.12  C2 1.529, C3 1.548, H9 1.084, H12 1.089
6 H 1.89 -1.43 0.51  C1 1.089
7 H -3.08 -0.35 -1.66  C2 1.089
8 H -0.35 1.50 -0.05  C3 1.100
9 H -1.19 -0.93 0.35  C5 1.084
10 H 2.86 -0.99 1.88  C1 1.090
11 H -1.51 1.60 -1.38  C3 1.084
12 H -1.97 0.43 1.07  C5 1.089
13 H 1.79 0.93 0.27  C4 1.088
14 H -0.14 0.44 -1.30  C3 1.090
15 H 3.28 0.89 -0.51  C4 1.098
16 H 3.65 -1.46 0.35  C1 1.088
17 H -3.94 0.09 -0.22  C2 1.088
18 H 3.35 1.13 1.15  C4 1.089
19 H -3.26 -1.55 -0.45  C2 1.092

SMILES string	CCC.CC
molar mass	74.17	g/mol
HOMO energy	-0.413	Eh
frontier orbital gap	12.4	eV

***

Energetically preferred structure: *4* | next structure: +13.8 kcal/mol